Record 1
{
  "formula": "C27H64N2O9P2S",
  "method": "ωB97M-V/def2-TZVPD",
  "smiles": "CCCCCC[C@@]1(CP(=O)(O)O)C[C@](S)(P(N)O)NC1=O.CCOCC.CCOCC.CCOCC.CCOCC",
  "e_tot_ev": -79859.094,
  "molar_mass_g_mol": 654.8,
  "e_homo_ev": -8.85,
  "elements": ["C", "C", "C", "C", "C", "C", "C", "C", "P", "O", "O", "O", "C", "C", "S", "P", "N", "O", "N", "C", "O", "H", "H", "H", "H", "H", "H", "H", "H", "H", "H", "H", "H", "H", "H", "H", "H", "H", "H", "H", "H", "H", "H", "H", "H", "C", "C", "O", "C", "C", "H", "H", "H", "H", "H", "H", "H", "H", "H", "H", "C", "C", "O", "C", "C", "H", "H", "H", "H", "H", "H", "H", "H", "H", "H", "C", "C", "O", "C", "C", "H", "H", "H", "H", "H", "H", "H", "H", "H", "H", "C", "C", "O", "C", "C", "H", "H", "H", "H", "H", "H", "H", "H", "H", "H"],
  "xyz": [[2.04668, 0.95081, 4.59314], [1.24747, 0.43258, 3.38109], [-0.25029, 0.23949, 3.65581], [-1.09359, 0.33288, 2.37515], [-2.60206, 0.50828, 2.64849], [-3.19952, 1.87393, 2.25493], [-3.75200, 2.76996, 3.38784], [-5.18006, 2.42510, 3.86511], [-5.60532, 0.83533, 4.57244], [-6.89964, 0.86926, 5.26565], [-4.38063, 0.42293, 5.53136], [-5.58361, -0.16115, 3.31180], [-2.81856, 3.20437, 4.50875], [-1.91438, 4.31868, 3.96240], [-0.33025, 3.73087, 3.24407], [-1.35106, 5.60616, 5.26776], [-1.94563, 4.84634, 6.67208], [-2.53438, 6.72769, 5.12003], [-2.78295, 4.98305, 2.96309], [-3.90463, 4.14424, 2.70573], [-4.83393, 4.48213, 2.03798], [2.66513, 0.16366, 5.02693], [2.72752, 1.74754, 4.28854], [1.37849, 1.34173, 5.36126], [1.65112, -0.54476, 3.10408], [1.38603, 1.07227, 2.50836], [-0.60462, 0.96273, 4.39356], [-0.39570, -0.77739, 4.03598], [-0.71682, 1.13235, 1.73172], [-0.94365, -0.59991, 1.82353], [-2.77572, 0.29641, 3.70258], [-3.13515, -0.25148, 2.07300], [-4.03293, 1.71994, 1.56576], [-2.44907, 2.44496, 1.70318], [-5.82944, 2.48987, 2.98648], [-5.50890, 3.13991, 4.62143], [-4.10073, -0.49786, 5.47660], [-5.09763, -0.98365, 3.42943], [-3.48872, 3.73756, 5.19745], [-2.34652, 2.43254, 5.11606], [-0.67974, 3.68932, 1.95313], [-1.38258, 5.10431, 7.47274], [-2.04485, 3.84411, 6.62930], [-2.22477, 7.44147, 4.54811], [-2.28547, 5.07100, 2.08196], [1.39673, 0.86461, -1.97931], [2.40399, 0.73648, -0.84912], [2.14272, -0.33141, 0.04136], [2.13429, -1.63063, -0.52566], [3.44250, -2.03805, -1.17861], [0.38661, 0.97438, -1.58104], [1.62877, 1.74027, -2.58640], [1.40542, -0.00527, -2.63692], [2.37305, 1.63256, -0.22734], [3.42155, 0.66593, -1.24961], [1.30395, -1.73489, -1.23430], [1.91809, -2.29697, 0.31027], [3.69037, -1.40609, -2.03239], [3.38104, -3.06422, -1.54099], [4.26507, -1.97225, -0.46551], [7.68043, -5.75467, -3.01066], [6.20618, -5.55146, -2.70527], [5.67888, -4.32678, -3.17995], [5.75169, -4.12113, -4.58117], [5.01560, -5.15967, -5.40719], [8.27172, -4.93430, -2.60195], [8.02605, -6.68832, -2.56559], [7.87346, -5.80745, -4.08285], [6.05629, -5.52078, -1.62558], [5.61857, -6.39650, -3.08256], [6.79561, -4.04862, -4.90610], [5.30399, -3.13998, -4.74252], [5.44383, -6.15613, -5.28766], [5.07968, -4.90168, -6.46439], [3.96507, -5.20955, -5.11516], [6.05222, -3.86388, -10.49076], [7.06324, -4.00015, -9.36547], [6.80373, -5.07460, -8.47941], [6.78840, -6.36936, -9.05351], [8.09555, -6.77377, -9.71271], [5.04446, -3.75337, -10.08831], [6.28447, -2.98514, -11.09296], [6.05654, -4.72955, -11.15414], [7.03649, -3.10881, -8.73819], [8.07925, -4.07135, -9.76985], [5.95610, -6.46843, -9.75976], [6.57530, -7.04041, -8.22090], [8.34066, -6.13783, -10.56415], [8.02518, -7.79930, -10.07617], [8.91825, -6.71284, -8.99926], [-9.18100, 3.25209, 4.75743], [-9.42652, 3.22294, 3.25956], [-10.13476, 4.34278, 2.75073], [-9.52711, 5.60478, 2.96482], [-8.12841, 5.71221, 2.38709], [-10.12498, 3.33656, 5.29823], [-8.67799, 2.33430, 5.06579], [-8.54833, 4.09114, 5.05245], [-10.04543, 2.36259, 3.00495], [-8.47755, 3.09729, 2.72470], [-9.51425, 5.85023, 4.03366], [-10.19088, 6.32499, 2.48553], [-7.44450, 5.00914, 2.86290], [-7.72435, 6.71371, 2.53821], [-8.13198, 5.49709, 1.31782]],
  "forces_ev_per_angstrom": [[0.04, -0.02, -0.36], [0.01, -0.35, 0.33], [0.12, -0.10, -0.61], [-0.03, -0.19, 0.20], [0.21, -0.11, -0.34], [-0.12, -0.17, 0.32], [-0.37, 0.75, -0.11], [0.50, -0.56, -0.08], [-0.82, 0.23, 0.30], [0.42, -0.09, -0.21], [0.22, -0.16, -0.31], [0.35, -0.11, 0.15], [-0.50, 0.24, 0.61], [-0.21, -0.17, -0.24], [0.30, 0.11, 0.08], [0.03, 0.14, 0.01], [0.44, 0.07, -0.01], [-0.07, 0.11, -0.06], [0.58, -1.24, -0.14], [0.14, 0.09, 0.29], [-0.26, 0.15, -0.58], [-0.12, 0.03, 0.12], [-0.05, 0.03, 0.11], [0.09, 0.05, 0.06], [0.06, 0.14, -0.26], [-0.02, 0.09, 0.08], [0.00, -0.02, 0.01], [-0.12, 0.19, 0.42], [-0.04, 0.00, 0.05], [0.06, 0.12, -0.12], [-0.08, 0.05, 0.05], [-0.06, 0.00, 0.12], [0.03, 0.06, -0.02], [-0.02, -0.08, 0.00], [-0.17, 0.21, 0.16], [-0.09, 0.16, -0.18], [-0.03, 0.06, 0.21], [-0.10, -0.02, -0.11], [0.01, -0.16, 0.12], [0.27, -0.13, -0.41], [-0.13, -0.11, -0.01], [-0.11, -0.10, 0.07], [-0.07, -0.04, 0.14], [-0.13, -0.01, 0.05], [-0.14, 0.80, 0.04], [-0.04, -0.07, 0.02], [0.03, 0.06, -0.04], [-0.05, 0.02, 0.11], [-0.02, -0.10, -0.04], [0.04, 0.09, 0.01], [0.00, 0.01, 0.00], [0.00, 0.02, 0.01], [0.04, 0.02, -0.02], [0.01, -0.01, 0.02], [-0.01, -0.03, -0.03], [0.02, 0.03, -0.02], [-0.01, 0.02, 0.02], [-0.03, -0.03, -0.04], [0.02, -0.01, 0.01], [0.00, -0.02, 0.01], [0.01, 0.07, -0.05], [0.01, -0.08, 0.03], [-0.06, 0.07, 0.07], [0.03, 0.04, -0.10], [-0.06, -0.06, 0.05], [0.00, 0.00, 0.01], [0.00, 0.00, 0.02], [-0.01, -0.05, 0.00], [-0.01, 0.02, 0.00], [0.02, 0.01, -0.04], [0.00, -0.04, 0.00], [0.00, 0.01, 0.03], [0.04, 0.01, -0.04], [0.02, 0.00, -0.01], [0.00, 0.02, 0.00], [-0.04, -0.08, 0.02], [0.04, 0.06, -0.05], [-0.02, 0.03, 0.10], [-0.03, -0.09, -0.03], [0.04, 0.09, 0.01], [0.00, 0.01, 0.00], [0.00, 0.02, 0.01], [0.04, 0.02, -0.02], [0.00, -0.01, 0.02], [-0.01, -0.03, -0.02], [0.02, 0.03, -0.03], [-0.01, 0.01, 0.02], [-0.03, -0.03, -0.03], [0.00, -0.02, 0.02], [0.00, -0.01, 0.01], [-0.06, 0.01, 0.02], [0.04, -0.06, 0.04], [-0.07, 0.00, -0.02], [0.04, 0.04, 0.04], [0.04, -0.08, -0.01], [-0.02, 0.02, 0.00], [-0.03, 0.05, -0.02], [0.04, 0.00, -0.01], [-0.02, 0.01, -0.01], [0.02, 0.02, -0.01], [0.02, -0.04, 0.01], [-0.02, -0.03, -0.02], [0.06, 0.06, 0.00], [-0.04, 0.03, 0.00], [0.00, 0.01, -0.01]],
  "mulliken_charge": [-1.380, 0.147, -0.337, -0.703, -0.307, -1.560, 1.842, -1.622, 0.718, -0.782, -0.557, -0.539, -2.180, 1.169, -0.128, -0.042, -0.427, -0.528, -0.238, -0.760, -0.574, 0.394, 0.304, 0.312, 0.337, -0.055, -0.032, 0.258, 0.163, 0.352, 0.083, 0.479, 0.551, 0.928, 0.503, 0.539, 0.345, 0.355, 1.036, 0.583, 0.100, 0.326, 0.165, 0.324, 0.377, -1.097, -0.356, -0.340, -0.438, -0.994, 0.247, 0.417, 0.279, 0.378, 0.326, 0.350, 0.319, 0.222, 0.397, 0.284, -0.964, -0.362, -0.362, -0.405, -0.857, 0.293, 0.384, 0.178, 0.346, 0.314, 0.269, 0.371, 0.229, 0.260, 0.305, -1.079, -0.355, -0.337, -0.328, -1.100, 0.290, 0.394, 0.276, 0.338, 0.301, 0.335, 0.311, 0.269, 0.390, 0.300, -0.880, -0.240, -0.445, -0.409, -0.590, 0.353, 0.305, 0.195, 0.361, 0.191, 0.274, 0.351, -0.102, 0.428, 0.271]
}


Record 2
{
  "formula": "C27H64N8O8V",
  "method": "ωB97M-V/def2-TZVPD",
  "charge": 2,
  "e_tot_ev": -83014.627,
  "molar_mass_g_mol": 679.8,
  "s_squared": 0.82,
  "e_homo_ev": [-12.82, -12.82],
  "spin_multiplicity": 2,
  "elements": ["O", "V", "C", "C", "N", "C", "C", "C", "C", "H", "H", "H", "H", "H", "H", "H", "H", "H", "H", "H", "H", "H", "H", "H", "C", "O", "N", "C", "C", "H", "H", "H", "H", "H", "H", "H", "C", "O", "N", "C", "C", "H", "H", "H", "H", "H", "H", "H", "C", "O", "N", "C", "C", "H", "H", "H", "H", "H", "H", "H", "C", "O", "N", "C", "C", "H", "H", "H", "H", "H", "H", "H", "C", "O", "N", "C", "C", "H", "H", "H", "H", "H", "H", "H", "C", "O", "N", "C", "C", "H", "H", "H", "H", "H", "H", "H", "C", "O", "N", "C", "C", "H", "H", "H", "H", "H", "H", "H"],
  "xyz": [[-1.25831, -0.67361, 0.74185], [-0.10297, 0.43504, 0.84723], [-1.91476, -2.42640, -1.68074], [-1.94774, -2.61235, -3.20995], [-0.61108, -2.59097, -3.81088], [-0.74413, -2.44874, -5.27573], [-0.90797, -0.97716, -5.63143], [-0.04262, -3.94841, -3.54502], [1.45487, -4.02807, -3.88979], [-1.37300, -3.20083, -1.14472], [-2.93782, -2.42581, -1.29521], [-1.54579, -1.41651, -1.51427], [-2.56097, -3.47744, -3.49867], [-2.53973, -1.75761, -3.55903], [-1.53788, -3.10436, -5.64937], [0.20053, -2.72031, -5.74513], [-1.86526, -0.49038, -5.43259], [-0.74997, -0.81735, -6.70195], [-0.14863, -0.40429, -5.09648], [-0.06423, -4.08453, -2.46605], [-0.60022, -4.73260, -4.06366], [1.97278, -3.31485, -3.24496], [1.86085, -5.02864, -3.74146], [1.67316, -3.80046, -4.93397], [-1.85725, 1.55481, -2.15621], [-1.47431, 1.22052, -1.04076], [-3.01172, 1.16726, -2.69704], [-3.38441, 1.56631, -4.05023], [-4.04414, 0.50290, -1.93593], [-1.27879, 2.20816, -2.82378], [-2.74076, 2.32441, -4.49666], [-4.39018, 1.98222, -4.06244], [-3.30772, 0.69421, -4.70071], [-3.64167, -0.03857, -1.08308], [-4.84056, 1.16464, -1.58736], [-4.53255, -0.22856, -2.58367], [2.03630, -2.10166, 2.10124], [1.24434, -1.35099, 1.54405], [2.42482, -3.27307, 1.59745], [3.39592, -4.07660, 2.29038], [1.93110, -3.72098, 0.31543], [2.46866, -1.86943, 3.08188], [3.82362, -3.61116, 3.17668], [4.22166, -4.41109, 1.65977], [2.94980, -5.00835, 2.65887], [1.34523, -2.93213, -0.15432], [2.67240, -4.03657, -0.42117], [1.27539, -4.58530, 0.45215], [-2.01825, 3.10795, 1.61822], [-1.30736, 2.12102, 1.51556], [-3.33796, 3.10377, 1.70837], [-4.14062, 4.30160, 1.52201], [-4.08823, 1.86914, 1.77653], [-1.62403, 4.12152, 1.77017], [-4.87488, 4.41633, 2.31638], [-4.66273, 4.27306, 0.56449], [-3.48615, 5.17371, 1.50918], [-3.51044, 1.05795, 2.21599], [-5.02803, 1.91395, 2.32401], [-4.34359, 1.51603, 0.77409], [1.69279, 2.89094, -0.56321], [0.99481, 2.03232, -0.03982], [2.02849, 4.03731, 0.04084], [2.83365, 5.03935, -0.68245], [1.54468, 4.37817, 1.34537], [2.03232, 2.84960, -1.60466], [2.21226, 5.85796, -1.04025], [3.44008, 4.57121, -1.44931], [3.47896, 5.46123, 0.09071], [1.02267, 5.34175, 1.33460], [0.78558, 3.69807, 1.72993], [2.34280, 4.47728, 2.08462], [1.45483, -0.69925, -2.06989], [0.78763, -0.55533, -1.05439], [2.79300, -0.63220, -2.16303], [3.41953, -0.97769, -3.43134], [3.66026, -0.29159, -1.05363], [0.99188, -1.00461, -3.01349], [4.05356, -1.86054, -3.33318], [4.07581, -0.17247, -3.77207], [2.69115, -1.14091, -4.22196], [4.66449, -0.67448, -1.20629], [3.70862, 0.79244, -0.92417], [3.19993, -0.70780, -0.15526], [1.77200, 1.49888, 3.58111], [1.03048, 1.16002, 2.65932], [3.07165, 1.80369, 3.46813], [3.77643, 2.43420, 4.58316], [3.81657, 1.59519, 2.24707], [1.42088, 1.55685, 4.61627], [3.10990, 2.53043, 5.43772], [4.11386, 3.44405, 4.34988], [4.61738, 1.78776, 4.83304], [3.24494, 1.06215, 1.50407], [4.20027, 2.53794, 1.85483], [4.70284, 1.02378, 2.54251], [-1.28331, -1.06757, 4.46838], [-1.17475, -0.63847, 3.33127], [-2.46373, -1.30997, 5.07660], [-2.52302, -1.73341, 6.45353], [-3.73013, -0.99323, 4.44131], [-0.45072, -1.18502, 5.17808], [-1.54990, -1.92661, 6.90864], [-3.03306, -2.67279, 6.69173], [-3.05156, -0.94894, 7.00439], [-3.56236, -0.93454, 3.36772], [-4.45918, -1.78387, 4.60009], [-4.07724, -0.02168, 4.79594]],
  "forces_ev_per_angstrom": [[2.78, 2.80, 0.45], [-3.38, -2.38, -0.70], [-0.58, 0.25, -0.84], [-0.68, 0.76, 0.84], [-0.27, -1.73, -0.43], [0.19, 0.91, 0.48], [-0.19, 0.39, -0.59], [1.21, 0.76, 0.05], [-0.37, 0.12, -0.19], [0.23, 0.19, 0.08], [-0.02, -0.18, -0.05], [0.42, -0.28, 0.40], [0.37, -0.30, -0.08], [0.28, 0.06, -0.30], [-0.03, 0.09, -0.20], [-0.11, -0.36, 0.07], [-0.06, -0.46, 0.26], [0.10, -0.09, 0.05], [0.07, 0.02, -0.03], [-0.45, -0.33, 0.00], [-0.20, -0.04, 0.09], [0.22, -0.13, -0.11], [-0.11, -0.01, 0.28], [-0.02, 0.16, 0.05], [0.06, -0.31, 0.17], [0.03, 0.28, 0.13], [-0.24, 0.84, -0.28], [0.06, -0.10, -0.25], [-0.35, -0.89, 0.02], [0.20, -0.08, -0.01], [0.27, 0.01, 0.43], [-0.10, -0.18, 0.02], [-0.40, 0.05, -0.03], [0.25, 0.14, -0.04], [0.20, 0.34, -0.10], [0.06, -0.04, 0.01], [-0.25, -0.06, -0.14], [0.00, 0.47, -0.16], [0.71, 0.49, -0.12], [0.28, -1.43, 0.57], [-0.89, -0.38, -0.58], [0.07, 0.01, 0.05], [-0.16, 0.45, -0.17], [-0.06, 0.39, -0.25], [-0.18, 0.10, -0.11], [-0.05, 0.06, 0.23], [0.54, 0.16, 0.47], [-0.04, 0.03, 0.07], [-0.50, 0.55, 0.53], [0.84, -0.94, 0.16], [-0.98, -0.26, 0.17], [0.36, 0.45, 0.00], [0.00, -1.34, -0.64], [0.33, 0.02, -0.43], [0.05, -0.08, 0.07], [-0.01, -0.13, 0.00], [-0.06, 0.01, 0.07], [0.34, 0.24, 0.08], [0.14, 0.68, 0.17], [0.00, 0.13, -0.08], [-0.20, 1.19, 0.34], [0.16, -0.60, 0.13], [0.13, -0.55, -1.18], [-0.14, -0.01, 1.37], [-0.75, 0.70, 0.98], [0.13, -0.34, 0.00], [-0.05, -0.12, -0.30], [-0.11, 0.07, -0.15], [0.30, 0.09, -0.33], [0.28, 0.12, -0.29], [0.35, -0.49, -0.32], [0.14, -0.14, -0.14], [0.62, -0.45, -0.21], [0.00, 0.53, 0.73], [-0.11, -0.10, -0.64], [0.63, 0.37, -0.24], [-0.75, 0.12, 0.37], [-0.31, 0.03, 0.02], [-0.16, -0.12, 0.06], [-0.07, 0.09, 0.09], [-0.16, -0.09, 0.19], [-0.04, -0.14, -0.04], [0.14, 0.04, -0.04], [0.26, -0.02, 0.10], [0.19, -0.04, -0.39], [0.20, -0.11, -0.17], [-0.80, 0.42, 0.14], [-0.07, -0.51, -0.03], [0.83, 0.11, 0.55], [-0.27, 0.13, -0.01], [0.00, -0.20, 0.02], [0.11, -0.09, -0.28], [0.15, 0.28, 0.23], [-0.27, -0.08, -0.06], [-0.20, 0.12, -0.15], [-0.03, -0.15, -0.33], [-0.81, 0.65, 0.19], [0.21, -0.11, 0.33], [0.19, -0.83, 0.01], [-0.19, 0.10, 1.07], [0.47, -0.06, -0.55], [0.27, -0.30, -0.24], [0.23, 0.58, -0.33], [-0.38, 0.04, -0.84], [0.21, -0.13, 0.30], [0.05, 0.07, 0.00], [-0.06, 0.08, 0.30], [-0.28, -0.08, 0.09]],
  "mulliken_spin": [-0.388, 1.330, -0.003, 0.000, 0.000, 0.000, 0.000, 0.000, 0.000, 0.000, 0.000, 0.001, 0.000, 0.000, 0.000, 0.000, 0.000, 0.000, 0.000, 0.000, 0.000, 0.000, 0.000, 0.000, 0.000, 0.019, 0.000, 0.000, 0.000, 0.000, 0.000, 0.000, 0.000, 0.000, 0.000, 0.000, 0.005, -0.003, 0.001, 0.000, 0.000, 0.000, 0.000, 0.000, 0.000, 0.001, 0.000, 0.000, 0.004, 0.011, 0.007, -0.001, -0.002, 0.000, 0.000, 0.000, 0.000, 0.002, 0.000, 0.001, -0.001, -0.018, 0.000, 0.000, 0.000, 0.000, 0.000, 0.000, 0.000, 0.000, 0.001, 0.000, 0.009, -0.008, 0.003, 0.000, 0.001, 0.000, 0.000, 0.000, 0.000, 0.000, 0.000, 0.001, 0.001, 0.016, 0.001, 0.000, 0.001, 0.000, 0.000, 0.000, 0.000, 0.000, 0.000, 0.000, 0.004, 0.006, 0.000, 0.000, 0.000, 0.000, 0.000, 0.000, 0.000, 0.000, 0.000, 0.000]
}